1.
{
  "formula": "C5H10OS",
  "method": "ωB97M-V/def2-TZVPD",
  "symbols": ["C", "C", "C", "C", "C", "O", "S", "H", "H", "H", "H", "H", "H", "H", "H", "H", "H"],
  "positions_angstrom": [[-1.78, 1.85, -1.76], [1.22, -0.91, 1.63], [1.13, -2.33, 1.48], [1.70, -1.53, 0.37], [-2.08, 2.52, -0.49], [1.49, -0.99, -2.15], [0.64, -1.47, -1.08], [-1.00, 2.35, -2.38], [-2.22, 0.90, -2.03], [0.31, -0.26, 1.45], [2.03, -0.33, 2.13], [1.84, -3.02, 2.03], [0.21, -2.87, 1.20], [2.64, -1.97, 0.08], [-1.22, 2.29, 0.15], [-2.03, 3.58, -0.60], [-2.90, 2.21, -0.01]],
  "total_charge": 0
}

2.
{
  "formula": "C5H10OS2",
  "method": "ωB97M-V/def2-TZVPD",
  "symbols": ["C", "O", "C", "C", "C", "S", "S", "C", "H", "H", "H", "H", "H", "H", "H", "H", "H", "H"],
  "positions_angstrom": [[-0.28, -0.30, 1.98], [-0.46, 0.83, 1.14], [-0.15, 0.71, -0.22], [-0.06, 2.15, -0.72], [-1.17, -0.02, -1.04], [-2.58, -0.63, -0.54], [1.52, -0.03, -0.57], [1.25, -1.82, -0.52], [-0.74, -0.03, 2.93], [-0.80, -1.20, 1.59], [0.76, -0.51, 2.13], [-0.97, 2.65, -0.45], [0.81, 2.68, -0.20], [0.10, 2.19, -1.80], [-0.90, -0.06, -2.10], [0.40, -2.14, -1.14], [2.14, -2.27, -0.98], [1.12, -2.19, 0.50]],
  "total_charge": 0,
  "smiles": "CO[C@](C)(C=S)SC"
}

3.
{
  "formula": "C5H10P2",
  "method": "ωB97M-V/def2-TZVPD",
  "symbols": ["C", "C", "C", "C", "C", "P", "P", "H", "H", "H", "H", "H", "H", "H", "H", "H", "H"],
  "positions_angstrom": [[0.97, 0.50, 0.01], [1.30, 2.87, 0.37], [-1.86, -1.38, 0.68], [0.50, -1.59, -0.15], [-0.92, -1.46, -0.56], [0.90, 1.39, 1.43], [0.79, 1.84, -1.22], [0.68, 3.65, 0.45], [2.28, 3.10, 0.35], [-1.94, -2.29, 1.35], [-2.77, -0.84, 0.59], [-1.40, -0.65, 1.29], [0.72, -1.95, 0.77], [1.09, -1.84, -1.02], [-1.46, -2.31, -1.06], [-0.95, -0.67, -1.28], [2.07, 1.60, -2.00]],
  "total_charge": 0
}

4.
{
  "formula": "C5H10P2",
  "method": "ωB97M-V/def2-TZVPD",
  "symbols": ["C", "C", "C", "C", "C", "P", "P", "H", "H", "H", "H", "H", "H", "H", "H", "H", "H"],
  "positions_angstrom": [[-0.52, -0.35, -0.83], [-0.18, -0.78, -3.26], [0.24, 0.80, 2.74], [-0.75, -0.12, 0.60], [0.50, 0.44, 1.29], [-1.79, -0.31, -2.39], [0.78, -1.18, -1.72], [-0.30, -1.61, -3.95], [0.26, 0.06, -3.80], [1.15, 1.16, 3.21], [-0.11, -0.07, 3.30], [-0.52, 1.58, 2.81], [-1.03, -1.06, 1.09], [-1.59, 0.57, 0.72], [0.83, 1.33, 0.75], [1.30, -0.31, 1.22], [1.75, -0.15, -1.78]],
  "total_charge": 0
}

5.
{
  "formula": "C5H10S",
  "method": "ωB97M-V/def2-TZVPD",
  "symbols": ["C", "C", "C", "C", "H", "H", "H", "H", "H", "H", "C", "S", "H", "H", "H", "H"],
  "positions_angstrom": [[0.79, 1.72, 1.76], [1.04, 0.79, 0.84], [1.65, 1.06, -0.45], [1.94, 0.13, -1.36], [0.92, 2.78, 1.56], [0.39, 1.45, 2.73], [0.86, -0.25, 1.09], [1.68, 2.11, -0.76], [2.32, 0.37, -2.35], [1.85, -0.91, -1.07], [-1.74, -0.12, -0.86], [-1.42, -1.64, 0.09], [-1.05, -0.10, -1.70], [-2.74, -0.24, -1.26], [-1.65, 0.79, -0.27], [-2.39, -1.47, 0.99]],
  "total_charge": 0,
  "smiles": "C=CC=C.CS"
}

6.
{
  "formula": "C5H10S",
  "method": "ωB97M-V/def2-TZVPD",
  "symbols": ["C", "S", "C", "C", "C", "C", "H", "H", "H", "H", "H", "H", "H", "H", "H", "H"],
  "positions_angstrom": [[-2.24, -0.79, -0.30], [-1.21, 0.59, -0.98], [0.32, 0.28, -0.24], [0.95, -1.09, -0.18], [1.29, 1.44, -0.26], [0.62, 1.12, 0.99], [-3.33, -0.68, -0.58], [-2.04, -0.81, 0.80], [-1.96, -1.76, -0.71], [0.87, -1.60, -1.11], [2.00, -0.91, 0.09], [0.42, -1.76, 0.51], [2.38, 1.17, -0.25], [0.95, 2.30, -0.81], [-0.24, 1.78, 1.25], [1.20, 0.70, 1.81]],
  "total_charge": 0,
  "smiles": "CSC1(C)CC1"
}

For reference, ΔE to the lowest compared entry with this formula, charge and spin by record: 483.4 98.2 235.6 0.0 155.3 123.1 kJ/mol.